1.
Density functional theory data (ωB97M-V/def2-TZVPD) for 2 unconnected molecules or ions with the total composition C16H19FN2O7.

Properties
Lowest unoccupied orbital energy ... 0.1357 Eh
Net charge ... -2

Element x y z (Å)
C -1.24 -4.11 0.12
C -0.13 -3.11 0.21
C 1.17 -3.61 0.78
N -0.32 -1.93 -0.23
C 0.02 -0.87 0.65
O -0.66 -0.86 1.93
C -0.19 0.33 2.45
O -0.12 0.61 3.62
O 0.18 1.17 1.44
C -0.27 0.54 0.20
F 0.52 0.82 -0.84
C -1.68 1.06 0.05
C -2.58 0.29 -0.94
C -4.02 0.24 -0.40
C -4.24 -0.96 0.53
N -4.65 -0.49 1.87
H -1.00 -5.01 0.69
H -2.19 -3.66 0.39
H -1.32 -4.42 -0.92
H 1.11 -3.92 1.82
H 1.93 -2.85 0.63
H 1.47 -4.45 0.15
H 1.08 -0.91 0.93
H -2.20 1.15 0.99
H -1.57 2.07 -0.34
H -2.27 -0.74 -1.07
H -2.60 0.77 -1.92
H -4.24 1.15 0.15
H -4.70 0.14 -1.24
H -4.98 -1.65 0.11
H -3.31 -1.50 0.61
H -5.29 0.28 1.75
H -5.13 -1.22 2.38
C 3.32 2.24 -0.98
C 3.09 3.60 -1.23
C 4.34 4.39 -1.72
O 4.25 5.58 -2.05
C 5.59 3.70 -1.76
C 5.82 2.35 -1.49
C 4.55 1.54 -1.11
O 4.60 0.31 -0.91
O 6.92 1.76 -1.53
O 2.00 4.20 -1.12
H 2.50 1.62 -0.65
H 6.43 4.33 -2.04

The net atomic charges from natural (NBO), expressed in e, are: number 1, C, carries -0.68; number 2, C, carries 0.46; number 3, C, carries -0.72; number 4, N, carries -0.53; number 5, C, carries 0.18; number 6, O, carries -0.53; number 7, C, carries 0.97; number 8, O, carries -0.59; number 9, O, carries -0.48; number 10, C, carries 0.60; number 11, F, carries -0.28; number 12, C, carries -0.47; number 13, C, carries -0.41; number 14, C, carries -0.40; number 15, C, carries -0.22; number 16, N, carries -0.83; number 17, H, carries 0.21; number 18, H, carries 0.24; number 19, H, carries 0.24; number 20, H, carries 0.23; number 21, H, carries 0.25; number 22, H, carries 0.23; number 23, H, carries 0.18; number 24, H, carries 0.22; number 25, H, carries 0.25; number 26, H, carries 0.23; number 27, H, carries 0.21; number 28, H, carries 0.19; number 29, H, carries 0.20; number 30, H, carries 0.15; number 31, H, carries 0.19; number 32, H, carries 0.34; number 33, H, carries 0.35; number 34, C, carries -0.57; number 35, C, carries 0.41; number 36, C, carries 0.43; number 37, O, carries -0.70; number 38, C, carries -0.57; number 39, C, carries 0.39; number 40, C, carries 0.43; number 41, O, carries -0.71; number 42, O, carries -0.72; number 43, O, carries -0.72; number 44, H, carries 0.18; number 45, H, carries 0.17

---

2.
Density functional theory data (ωB97M-V/def2-TZVPD) for 5 unconnected molecules or ions with the total composition C22H19F4O16PS.

Properties
Lowest unoccupied orbital energy ... -0.0471 Eh
ΔE to the lowest compared entry with this formula, charge and spin ... 0.0000 eV
Net charge ... 0

Element x y z (Å)
O 3.26 0.44 -0.13
C 2.05 0.36 -0.15
C 1.38 -0.96 -0.27
C 0.17 -1.05 -0.81
C -0.48 0.18 -1.35
O -1.18 0.13 -2.33
C -0.15 1.44 -0.61
C 1.13 1.53 -0.03
C 1.52 2.66 0.66
C 0.63 3.70 0.84
C -0.64 3.62 0.30
C -1.04 2.50 -0.45
P -2.73 2.55 -1.13
O -3.39 3.83 -0.42
O -3.47 1.33 -0.41
S -2.94 2.66 -3.03
H 1.89 -1.84 0.10
H -0.35 -1.99 -0.91
H 2.51 2.73 1.08
H 0.91 4.57 1.41
H -1.33 4.44 0.45
H -3.50 4.50 -1.11
H -2.97 1.00 0.35
O 2.25 5.38 -2.85
C 3.01 4.48 -2.86
O 2.87 3.32 -2.16
C 3.94 2.45 -2.53
C 4.98 3.41 -3.06
F 5.73 2.87 -4.05
O 4.18 4.46 -3.58
H 3.60 1.77 -3.32
H 4.26 1.88 -1.67
H 5.65 3.82 -2.30
O -2.30 -1.21 2.83
C -1.54 -2.12 2.89
O -1.72 -3.24 3.62
C -0.65 -4.15 3.32
C 0.41 -3.21 2.80
F 1.18 -3.77 1.83
O -0.35 -2.16 2.23
H -0.98 -4.84 2.54
H -0.36 -4.71 4.20
H 1.07 -2.80 3.57
O 0.19 -6.23 5.43
C -0.23 -6.03 6.53
O 0.47 -5.50 7.54
C -0.42 -5.27 8.64
C -1.54 -6.25 8.34
F -2.74 -5.80 8.74
O -1.50 -6.31 6.92
H -0.78 -4.24 8.61
H 0.08 -5.46 9.59
H -1.38 -7.25 8.74
O -0.46 2.98 -9.25
C -1.06 2.49 -8.35
O -0.67 1.38 -7.68
C -1.57 1.18 -6.58
C -2.80 1.92 -7.06
F -3.48 2.47 -6.03
O -2.25 2.94 -7.87
H -1.17 1.64 -5.68
H -1.74 0.12 -6.41
H -3.49 1.32 -7.66

The net atomic charges from natural (NBO), expressed in e, are: number 1, O, carries -0.53; number 2, C, carries 0.54; number 3, C, carries -0.25; number 4, C, carries -0.22; number 5, C, carries 0.49; number 6, O, carries -0.48; number 7, C, carries -0.02; number 8, C, carries -0.15; number 9, C, carries -0.13; number 10, C, carries -0.19; number 11, C, carries -0.15; number 12, C, carries -0.43; number 13, P, carries 1.83; number 14, O, carries -0.99; number 15, O, carries -0.97; number 16, S, carries -0.57; number 17, H, carries 0.24; number 18, H, carries 0.24; number 19, H, carries 0.23; number 20, H, carries 0.23; number 21, H, carries 0.24; number 22, H, carries 0.52; number 23, H, carries 0.51; number 24, O, carries -0.55; number 25, C, carries 0.97; number 26, O, carries -0.49; number 27, C, carries -0.14; number 28, C, carries 0.45; number 29, F, carries -0.32; number 30, O, carries -0.49; number 31, H, carries 0.20; number 32, H, carries 0.23; number 33, H, carries 0.15; number 34, O, carries -0.57; number 35, C, carries 0.97; number 36, O, carries -0.48; number 37, C, carries -0.14; number 38, C, carries 0.45; number 39, F, carries -0.33; number 40, O, carries -0.51; number 41, H, carries 0.20; number 42, H, carries 0.24; number 43, H, carries 0.16; number 44, O, carries -0.58; number 45, C, carries 0.98; number 46, O, carries -0.48; number 47, C, carries -0.13; number 48, C, carries 0.45; number 49, F, carries -0.32; number 50, O, carries -0.49; number 51, H, carries 0.21; number 52, H, carries 0.21; number 53, H, carries 0.16; number 54, O, carries -0.55; number 55, C, carries 0.97; number 56, O, carries -0.49; number 57, C, carries -0.13; number 58, C, carries 0.45; number 59, F, carries -0.32; number 60, O, carries -0.50; number 61, H, carries 0.22; number 62, H, carries 0.21; number 63, H, carries 0.15